# 1
C31H39AuN5S | ωB97M-V/def2-TZVPD

Results
- Highest occupied orbital energy (alpha / beta): -0.07741 / -0.06781 Eh
- Maximum force: 0.0609 Eh/bohr
- M: 710.7 g mol⁻¹
- 2S+1: 3
- Relative energy (zero: lowest compared OMol25 entry of this formula, charge and spin): 85.33 kJ/mol
- <S²>: 2.039
- Total charge: -1
- Energy: -2012.1485 Ha

Geometry (Å):
1 Au -0.681 0.020 -0.264
2 N 1.148 -2.901 4.030
3 N 0.056 -2.551 -1.511
4 C 1.047 1.493 0.072
5 C 2.224 0.728 0.477
6 C 2.129 0.452 1.848
7 C 3.107 -0.300 2.672
8 H 4.126 -0.215 2.274
9 H 2.889 -1.384 2.727
10 H 3.108 0.068 3.705
11 C 1.005 1.149 2.375
12 C 0.690 1.215 3.822
13 H 1.527 1.689 4.359
14 H 0.549 0.213 4.256
15 H -0.213 1.809 4.008
16 C 0.370 1.848 1.331
17 C -0.666 2.893 1.510
18 H -1.545 2.487 2.028
19 H -1.004 3.292 0.548
20 H -0.286 3.735 2.113
21 C 3.406 0.460 -0.369
22 H 4.197 1.219 -0.213
23 H 3.146 0.476 -1.435
24 H 3.846 -0.518 -0.125
25 C 1.010 2.300 -1.182
26 H 0.079 2.873 -1.266
27 H 1.049 1.618 -2.046
28 H 1.856 3.003 -1.268
29 C 0.070 -3.346 4.642
30 H -0.066 -3.063 5.687
31 C -0.924 -4.150 4.030
32 H -1.728 -4.541 4.632
33 C -0.854 -4.378 2.650
34 H -1.649 -4.937 2.141
35 C 0.267 -3.926 1.959
36 H 0.409 -4.120 0.891
37 C 1.377 -3.386 2.735
38 C 2.748 -3.391 2.633
39 H 3.384 -3.640 1.732
40 C -0.301 -1.324 -1.776
41 C 0.602 -3.120 -2.643
42 H 1.182 -4.019 -2.600
43 C 0.368 -2.306 -3.700
44 H 0.573 -2.476 -4.746
45 N -0.182 -1.131 -3.184
46 C -0.209 0.087 -3.913
47 C 0.926 0.496 -4.641
48 C 0.868 1.710 -5.350
49 H 1.747 2.039 -5.905
50 C -0.256 2.533 -5.331
51 C -0.279 3.812 -6.120
52 H -0.773 4.626 -5.581
53 H -0.817 3.672 -7.065
54 H 0.735 4.131 -6.373
55 C -1.346 2.134 -4.556
56 H -2.222 2.779 -4.469
57 C -1.356 0.890 -3.900
58 C -2.557 0.407 -3.174
59 H -2.770 -0.653 -3.379
60 H -3.430 1.010 -3.458
61 H -2.411 0.526 -2.086
62 C 2.234 -0.220 -4.589
63 H 2.153 -1.293 -4.804
64 H 2.723 -0.072 -3.609
65 H 2.909 0.218 -5.341
66 S -2.458 -0.992 0.981
67 C -2.773 -0.239 2.490
68 N -2.336 -0.671 3.691
69 C -3.072 -0.092 4.800
70 C -4.051 0.851 4.114
71 N -3.701 0.720 2.705
72 H -1.656 -1.425 3.788
73 H -2.392 0.439 5.475
74 H -3.601 -0.867 5.369
75 H -3.931 1.887 4.447
76 H -5.089 0.543 4.281
77 H -4.255 1.100 1.947

In elementary charge units, the Mulliken charges are: number 1, Au, carries 1.135; number 2, N, carries -0.363; number 3, N, carries -0.223; number 4, C, carries 1.447; number 5, C, carries 0.168; number 6, C, carries 0.565; number 7, C, carries -1.091; number 8, H, carries 0.467; number 9, H, carries -0.227; number 10, H, carries 0.305; number 11, C, carries 1.455; number 12, C, carries -1.759; number 13, H, carries 0.458; number 14, H, carries 0.175; number 15, H, carries 0.372; number 16, C, carries -0.380; number 17, C, carries -1.559; number 18, H, carries 0.156; number 19, H, carries 0.320; number 20, H, carries 0.347; number 21, C, carries -1.260; number 22, H, carries 0.306; number 23, H, carries -0.165; number 24, H, carries 0.443; number 25, C, carries -1.339; number 26, H, carries 0.241; number 27, H, carries 0.066; number 28, H, carries 0.306; number 29, C, carries -0.344; number 30, H, carries 0.313; number 31, C, carries -0.617; number 32, H, carries 0.342; number 33, C, carries 0.024; number 34, H, carries 0.329; number 35, C, carries -0.584; number 36, H, carries 0.112; number 37, C, carries 0.720; number 38, C, carries -1.178; number 39, H, carries 0.173; number 40, C, carries -0.538; number 41, C, carries -1.369; number 42, H, carries 0.409; number 43, C, carries -0.381; number 44, H, carries 0.778; number 45, N, carries 0.427; number 46, C, carries 0.202; number 47, C, carries 0.980; number 48, C, carries -1.183; number 49, H, carries 0.260; number 50, C, carries 0.740; number 51, C, carries -1.510; number 52, H, carries 0.361; number 53, H, carries 0.289; number 54, H, carries 0.359; number 55, C, carries -1.124; number 56, H, carries 0.348; number 57, C, carries 1.454; number 58, C, carries -1.493; number 59, H, carries 0.308; number 60, H, carries 0.475; number 61, H, carries 0.037; number 62, C, carries -1.305; number 63, H, carries 0.349; number 64, H, carries 0.010; number 65, H, carries 0.386; number 66, S, carries -0.449; number 67, C, carries -0.121; number 68, N, carries 0.336; number 69, C, carries -0.551; number 70, C, carries -0.502; number 71, N, carries -0.076; number 72, H, carries -0.033; number 73, H, carries 0.299; number 74, H, carries 0.326; number 75, H, carries 0.273; number 76, H, carries 0.320; number 77, H, carries 0.254

# 2
C31H39BrCl3F5GeIN5O9PrSSi | ωB97M-V/def2-TZVPD

Results
- Highest occupied orbital energy (alpha / beta): -0.06874 / -0.10414 Eh
- Maximum force: 0.0778 Eh/bohr
- M: 1307.5 g mol⁻¹
- 2S+1: 4
- Relative energy (zero: lowest compared OMol25 entry of this formula, charge and spin): 0.00 kJ/mol
- <S²>: 3.784
- Total charge: -2
- Energy: -10189.2896 Ha

Geometry (Å):
1 Pr 1.370 -0.571 0.387
2 N -1.484 1.115 6.982
3 C -1.174 1.452 5.902
4 C -0.843 1.955 4.634
5 C -1.830 2.590 3.862
6 C -1.433 3.134 2.643
7 C -0.127 3.064 2.223
8 N 0.823 2.432 2.989
9 C 0.460 1.872 4.187
10 H -2.863 2.641 4.219
11 H -2.157 3.643 1.990
12 H 0.214 3.482 1.276
13 H 1.236 1.375 4.779
14 N 1.046 -2.350 -1.540
15 H 0.107 -2.015 -1.828
16 H 0.973 -3.331 -1.284
17 H 1.662 -2.266 -2.344
18 Cl -0.198 -2.707 1.268
19 Ge -0.628 -0.852 2.565
20 Cl 0.381 -1.806 4.482
21 Cl -2.715 -1.447 3.351
22 O 1.917 0.380 -1.489
23 N 1.927 1.516 -0.901
24 O 2.362 2.476 -1.448
25 O 1.347 1.617 0.234
26 Br 4.502 -2.101 7.396
27 C 4.380 -2.525 5.561
28 C 5.117 -3.617 5.076
29 N 5.103 -3.961 3.803
30 C 4.366 -3.251 2.968
31 C 3.589 -2.152 3.362
32 C 3.600 -1.778 4.704
33 C 2.773 -1.499 2.335
34 O 2.671 -2.122 1.236
35 O 2.203 -0.375 2.548
36 H 5.718 -4.217 5.754
37 H 4.365 -3.553 1.918
38 H 2.989 -0.950 5.070
39 I 2.912 4.544 3.904
40 C 2.184 2.651 2.735
41 H 2.815 1.856 3.127
42 H 2.380 2.933 1.705
43 C -1.631 -2.967 -3.855
44 C -2.380 -2.353 -2.671
45 C -3.790 -1.967 -3.108
46 C -2.457 -3.321 -1.494
47 O -1.632 -1.191 -2.294
48 Si -1.931 -0.053 -1.114
49 O -0.752 -0.086 -0.081
50 O -3.405 -0.445 -0.523
51 C -4.366 0.364 0.155
52 C -5.202 1.097 -0.893
53 C -3.665 1.359 1.057
54 C -5.227 -0.591 0.974
55 O -2.080 1.429 -1.802
56 C -1.713 1.967 -3.074
57 C -2.742 1.511 -4.105
58 C -1.755 3.486 -2.905
59 C -0.328 1.510 -3.498
60 H -2.166 -3.877 -4.198
61 H -0.593 -3.241 -3.588
62 H -1.583 -2.244 -4.697
63 H -4.365 -2.882 -3.360
64 H -3.773 -1.317 -4.000
65 H -4.300 -1.433 -2.281
66 H -3.103 -4.185 -1.759
67 H -2.894 -2.794 -0.620
68 H -1.465 -3.697 -1.200
69 H -4.538 1.717 -1.527
70 H -5.942 1.750 -0.393
71 H -5.740 0.382 -1.548
72 H -2.993 2.002 0.449
73 H -3.065 0.820 1.818
74 H -4.412 1.989 1.587
75 H -5.692 -1.356 0.324
76 H -6.029 -0.008 1.474
77 H -4.603 -1.089 1.747
78 H -3.772 1.771 -3.789
79 H -2.678 0.409 -4.227
80 H -2.543 1.977 -5.094
81 H -2.762 3.822 -2.596
82 H -1.482 3.978 -3.865
83 H -1.037 3.801 -2.122
84 H -0.248 0.409 -3.412
85 H 0.455 1.981 -2.882
86 H -0.151 1.801 -4.554
87 F 6.576 -0.402 -4.672
88 C 5.984 -0.097 -3.495
89 C 5.096 -0.992 -2.905
90 F 4.805 -2.154 -3.521
91 C 4.522 -0.690 -1.684
92 F 3.660 -1.583 -1.127
93 C 4.782 0.508 -0.987
94 S 4.058 0.822 0.512
95 C 5.671 1.399 -1.621
96 F 5.979 2.571 -1.036
97 C 6.255 1.107 -2.848
98 F 7.100 1.991 -3.415

In elementary charge units, the Mulliken charges are: number 1, Pr, carries -0.936; number 2, N, carries -0.665; number 3, C, carries -0.158; number 4, C, carries 0.723; number 5, C, carries -0.492; number 6, C, carries -0.233; number 7, C, carries -0.573; number 8, N, carries 0.815; number 9, C, carries -0.198; number 10, H, carries 0.396; number 11, H, carries 0.424; number 12, H, carries 0.504; number 13, H, carries 0.233; number 14, N, carries -0.112; number 15, H, carries -0.328; number 16, H, carries 0.296; number 17, H, carries 0.231; number 18, Cl, carries -0.167; number 19, Ge, carries 1.462; number 20, Cl, carries -0.482; number 21, Cl, carries -0.571; number 22, O, carries -0.253; number 23, N, carries 0.497; number 24, O, carries -0.736; number 25, O, carries 0.141; number 26, Br, carries -0.226; number 27, C, carries -0.294; number 28, C, carries -0.149; number 29, N, carries -0.676; number 30, C, carries -0.406; number 31, C, carries 0.279; number 32, C, carries -0.065; number 33, C, carries 0.273; number 34, O, carries -0.451; number 35, O, carries -0.253; number 36, H, carries 0.355; number 37, H, carries 0.679; number 38, H, carries 0.502; number 39, I, carries -0.203; number 40, C, carries -1.903; number 41, H, carries 0.615; number 42, H, carries 0.686; number 43, C, carries -1.672; number 44, C, carries 1.875; number 45, C, carries -1.561; number 46, C, carries -1.365; number 47, O, carries 0.790; number 48, Si, carries -3.172; number 49, O, carries 2.135; number 50, O, carries 0.521; number 51, C, carries 1.756; number 52, C, carries -1.695; number 53, C, carries -0.686; number 54, C, carries -1.560; number 55, O, carries 0.815; number 56, C, carries 1.945; number 57, C, carries -1.434; number 58, C, carries -1.827; number 59, C, carries -1.318; number 60, H, carries 0.379; number 61, H, carries 0.244; number 62, H, carries 0.266; number 63, H, carries 0.514; number 64, H, carries 0.326; number 65, H, carries 0.084; number 66, H, carries 0.508; number 67, H, carries 0.088; number 68, H, carries 0.178; number 69, H, carries -0.004; number 70, H, carries 0.495; number 71, H, carries 0.347; number 72, H, carries -0.044; number 73, H, carries -0.319; number 74, H, carries 0.655; number 75, H, carries 0.307; number 76, H, carries 0.383; number 77, H, carries 0.024; number 78, H, carries 0.243; number 79, H, carries 0.005; number 80, H, carries 0.530; number 81, H, carries 0.317; number 82, H, carries 0.348; number 83, H, carries 0.274; number 84, H, carries 0.042; number 85, H, carries 0.160; number 86, H, carries 0.495; number 87, F, carries -0.342; number 88, C, carries 0.552; number 89, C, carries -0.142; number 90, F, carries -0.345; number 91, C, carries -0.181; number 92, F, carries -0.239; number 93, C, carries 0.731; number 94, S, carries -0.626; number 95, C, carries 0.100; number 96, F, carries -0.343; number 97, C, carries 0.199; number 98, F, carries -0.333

Question: What is the total charge in the first record?
Answer: -1

Question: Which value of 2S+1 does entry 1 give?
Answer: 3